[1]
Formula: C14H27BN3O7
Source: OMol25
Level of theory: ωB97M-V with the def2-TZVPD basis set

Last column: Löwdin charge in e.
Element x y z (Å)
C  1.3962  -1.6715  0.7340  -0.113
N  1.0570  -0.5211  -0.1872  -0.146
C  1.1762  0.8268  0.4885  -0.090
B  -0.2630  -0.7085  -0.9112  -0.426
O  -0.2999  -1.2016  -2.3252  0.087
N  -1.6519  -0.3903  -0.2900  -0.034
C  -2.2602  -1.5757  0.3930  0.121
C  -3.7806  -1.3295  1.0475  0.079
C  -4.2909  0.2110  0.8073  0.043
C  -3.3718  1.3035  0.0247  0.029
N  -2.0415  0.8902  -0.4825  0.100
H  2.4987  -1.4574  1.1387  0.116
H  1.4273  -2.7203  0.2104  0.114
H  0.7235  -1.7131  1.7188  0.109
H  2.0177  0.7074  1.3238  0.120
H  0.1744  1.2687  0.9008  0.086
H  1.6404  1.5768  -0.3054  0.119
H  -1.0421  -0.6679  -2.7736  0.110
H  -1.7214  -2.6382  0.4549  0.172
H  -4.4049  -2.1630  1.5837  0.124
H  -5.3601  0.5543  1.1819  0.125
H  -3.8198  2.3950  -0.1219  0.151
C  -3.4485  0.9289  -4.3794  -0.067
C  -2.3684  1.9582  -4.0952  -0.229
O  -1.6222  2.2604  -5.2807  0.028
C  -2.2352  3.0868  -6.1643  -0.546
O  -3.3396  3.5891  -6.0316  0.112
O  -1.4184  3.2367  -7.2374  -0.003
C  -1.9894  4.0056  -8.2934  -0.045
H  -3.0189  0.0393  -4.8506  0.085
H  -3.9548  0.6339  -3.4565  0.066
H  -4.1999  1.3221  -5.0715  0.083
H  -1.6580  1.5450  -3.3702  0.095
H  -2.7838  2.8716  -3.6544  0.126
H  -2.3461  4.9757  -7.9324  0.099
H  -2.8041  3.4444  -8.7622  0.102
H  -1.2142  4.1820  -9.0434  0.098
C  4.0774  -0.2744  7.1933  -0.069
C  5.0884  -0.5159  6.0857  -0.217
O  5.1483  -1.9050  5.7389  0.029
C  4.1311  -2.3605  4.9662  -0.549
O  3.1964  -1.6985  4.5448  0.088
O  4.3172  -3.6895  4.7653  0.000
C  3.2574  -4.3179  4.0481  -0.052
H  4.2856  -0.9194  8.0527  0.085
H  4.1000  0.7694  7.5173  0.082
H  3.0608  -0.5080  6.8612  0.072
H  6.0863  -0.2344  6.4405  0.127
H  4.8763  0.0964  5.2018  0.123
H  3.0543  -3.8023  3.1039  0.083
H  2.3577  -4.3526  4.6708  0.100
H  3.5611  -5.3431  3.8213  0.098

## Properties
Charge: +1
2S+1: 1
LUMO in eV: -5.5
Kohn-Sham gap in eV: 6.83
HOMO energy in eV: -12.354



[2]
Formula: C14H27BN7O6S
Source: OMol25
Level of theory: ωB97M-V with the def2-TZVPD basis set

Last column: Löwdin charge in e.
Element x y z (Å)
C  -1.7134  3.7310  2.4648  -0.002
O  -1.4528  3.5921  1.0430  0.056
B  -0.6218  4.5032  0.4906  -0.668
O  -0.5698  5.8307  0.8029  0.226
N  0.2876  3.9981  -0.5623  0.137
O  0.6882  4.8782  -1.5763  0.095
C  1.9027  5.3380  -1.3618  -0.292
N  3.0053  5.6599  -1.2931  0.212
C  0.7994  2.7482  -0.6616  -0.248
N  1.6909  2.3690  -1.5810  0.261
C  1.9468  1.0945  -1.3105  -0.261
C  2.9199  0.2379  -2.0287  -0.138
C  4.1876  0.0881  -1.1450  -0.455
S  5.6841  0.1795  -2.1541  1.025
C  6.7149  0.9005  -0.9470  -0.693
N  6.4895  0.9049  0.3237  0.038
N  7.5487  1.6119  0.8926  0.065
C  8.3130  1.9443  -0.0831  -0.174
O  7.8507  1.5354  -1.2842  0.056
N  1.2232  0.6754  -0.2707  0.171
N  0.4826  1.7367  0.1471  0.184
H  -2.4004  4.5568  2.6313  0.106
H  -2.1733  2.8048  2.7943  0.095
H  -0.7930  3.9130  3.0185  0.103
H  0.1796  6.0977  1.3488  0.138
H  2.4778  -0.7395  -2.2185  0.128
H  3.1713  0.7276  -2.9655  0.114
H  4.1654  -0.8288  -0.5601  0.088
H  4.2502  0.9109  -0.4355  0.070
H  9.2323  2.4902  0.0375  0.138
H  1.1452  -0.2275  0.1832  0.181
H  -0.1821  1.6751  0.9059  0.177
C  -3.3251  -0.4300  0.2095  -0.037
C  -1.9571  -0.5094  -0.4431  -0.487
C  -1.9426  -1.4674  -1.6185  -0.039
O  -0.9673  -0.9084  0.5299  -0.085
H  -3.6203  -1.4121  0.5864  0.074
H  -3.3157  0.2616  1.0532  0.077
H  -4.0793  -0.0979  -0.5031  0.093
H  -1.6570  0.4877  -0.7764  0.119
H  -2.1991  -2.4788  -1.2900  0.075
H  -0.9518  -1.5099  -2.0750  0.075
H  -2.6609  -1.1673  -2.3810  0.093
H  -1.2108  -1.7896  0.8384  0.099
C  -3.0518  -5.7310  1.6937  -0.059
C  -3.8847  -4.8151  0.8108  -0.508
C  -5.3505  -5.2156  0.8091  -0.057
O  -3.3686  -4.8000  -0.5229  -0.066
H  -3.0998  -6.7583  1.3241  0.085
H  -2.0043  -5.4267  1.6869  0.075
H  -3.4103  -5.7221  2.7234  0.083
H  -3.7923  -3.7854  1.1663  0.117
H  -5.4645  -6.2283  0.4139  0.086
H  -5.9310  -4.5452  0.1753  0.081
H  -5.7687  -5.1930  1.8158  0.083
H  -3.4367  -5.6958  -0.8720  0.091

## Properties
Charge: +1
2S+1: 1
LUMO in eV: -3.0
Kohn-Sham gap in eV: 8.54
HOMO energy in eV: -11.560



[3]
Formula: C14H27ClN8O7
Source: OMol25
Level of theory: ωB97M-V with the def2-TZVPD basis set

Last column: Löwdin charge in e.
Element x y z (Å)
C  -0.6506  -3.9561  1.8625  0.162
C  -0.8537  -3.9144  0.6848  -0.057
C  -0.9732  -3.6104  -0.7683  -0.247
O  0.3262  -3.9735  -1.2697  0.022
C  1.1662  -3.0757  -0.5948  -0.439
O  2.1781  -3.3379  -0.0552  0.178
C  0.4397  -1.7401  -0.7421  -0.171
C  0.8135  -0.5855  0.2002  -0.171
C  0.7347  -0.9015  1.7035  -0.095
C  -1.0476  -2.0719  -1.0493  -0.172
C  -2.1580  -1.5682  -0.1296  -0.134
C  -2.6689  -0.1946  -0.5321  -0.763
O  -2.0532  0.5588  -1.1977  0.047
Cl  -4.3149  0.2043  0.0433  0.666
H  -0.5146  -3.7982  2.9025  0.054
H  -1.7990  -4.1785  -1.1887  0.158
H  0.7944  -1.3684  -1.7169  0.159
H  0.2876  0.3349  -0.0557  0.100
H  1.8708  -0.3709  0.0054  0.116
H  1.3662  -1.7435  1.9889  0.075
H  1.1316  -0.0282  2.2176  0.055
H  -0.2782  -1.0248  2.0806  0.053
H  -1.2565  -1.9023  -2.1021  0.156
H  -1.9233  -1.5993  0.9326  0.115
H  -3.0186  -2.2364  -0.2639  0.125
N  -0.2864  3.0667  2.7228  0.160
C  -0.3801  2.2614  3.8139  -0.675
N  -0.6313  2.9209  4.9819  0.156
O  -0.2495  1.0444  3.7587  0.001
H  -0.3966  4.0724  2.7683  0.049
H  -0.1005  2.6261  1.8419  0.095
H  -0.7088  2.3678  5.8140  0.098
H  -0.7366  3.9176  5.0408  0.080
N  -0.0953  7.5602  2.0660  0.161
C  0.5762  6.7325  2.9135  -0.653
N  1.8787  7.0550  3.1361  0.162
O  0.0449  5.7629  3.4405  -0.002
H  0.3187  8.3582  1.6238  0.097
H  -1.0586  7.3472  1.8835  0.109
H  2.3985  6.4617  3.7564  0.111
H  2.3361  7.8421  2.7179  0.098
N  -4.1212  1.5485  -5.8921  0.141
C  -4.0725  1.4432  -4.5273  -0.688
N  -2.8449  1.6696  -3.9730  0.155
O  -5.0525  1.1670  -3.8596  0.022
H  -3.3289  1.7741  -6.4616  0.087
H  -5.0078  1.3879  -6.3315  0.099
H  -2.7726  1.6003  -2.9720  0.065
H  -2.0277  1.8965  -4.5057  0.091
N  4.5856  -6.8924  -1.8507  0.145
C  5.3364  -5.8246  -2.2590  -0.691
N  4.7354  -4.6089  -2.1036  0.155
O  6.4554  -5.9507  -2.7251  0.017
H  3.6645  -6.8093  -1.4644  0.091
H  4.9938  -7.8025  -1.9490  0.099
H  5.2559  -3.8020  -2.3904  0.101
H  3.8162  -4.4849  -1.7194  0.070

## Properties
2S+1: 1
LUMO in eV: 0.2
Kohn-Sham gap in eV: 9.77
HOMO energy in eV: -9.542



[4]
Formula: C14H27CrN11
Source: OMol25
Level of theory: ωB97M-V with the def2-TZVPD basis set

Last column: Löwdin charge in e.
Element x y z (Å)
Cr  0.5164  0.6420  0.2052  0.760
N  0.3197  1.0049  2.5421  0.000
C  -0.2381  2.3823  2.5412  -0.204
C  0.5958  3.2935  1.6576  -0.137
N  0.7889  2.7811  0.2637  -0.249
C  -0.2158  3.3446  -0.6875  -0.151
C  -1.5849  2.7201  -0.4854  -0.177
N  -1.4674  1.2330  -0.4293  -0.028
C  2.1842  3.0420  -0.2060  -0.153
C  3.1528  2.0550  0.4169  -0.182
N  2.6908  0.6666  0.1171  -0.016
H  -0.3368  0.3864  3.0098  0.099
H  1.1626  0.9803  3.1067  0.101
H  -0.2777  2.8183  3.5403  0.134
H  -1.2650  2.3137  2.1893  0.104
H  1.5828  3.4052  2.1057  0.124
H  0.1586  4.2937  1.6217  0.143
H  0.1386  3.1197  -1.6941  0.128
H  -0.2646  4.4315  -0.5920  0.142
H  -2.2447  3.0274  -1.2942  0.135
H  -2.0435  3.0639  0.4376  0.114
H  -1.6265  0.8278  -1.3465  0.097
H  -2.2066  0.8158  0.1284  0.049
H  2.4823  4.0722  0.0017  0.147
H  2.1906  2.9172  -1.2898  0.130
H  3.1924  2.1622  1.4998  0.116
H  4.1587  2.2381  0.0432  0.136
H  3.1581  -0.0030  0.7172  0.112
H  2.9751  0.4163  -0.8263  0.103
N  -5.4430  -2.0804  1.4922  0.153
N  -4.3270  -2.0503  0.6588  -0.288
N  -3.9839  -3.0769  -0.0741  0.143
C  -2.8351  -2.6403  -0.5902  -0.195
N  -2.5196  -1.4136  -0.1670  -0.010
N  -3.5041  -1.0465  0.6478  0.050
H  -6.0981  -2.7135  1.0510  0.109
H  -5.8011  -1.1338  1.5233  0.103
H  -2.2450  -3.2284  -1.2774  0.112
N  0.8046  -3.6207  0.4763  0.158
C  0.4147  -2.4164  0.9187  -0.149
N  0.5257  -1.4824  -0.0014  -0.009
C  1.0365  -2.1339  -1.1363  -0.240
C  1.3331  -1.6326  -2.4060  -0.029
C  1.8196  -2.5228  -3.3383  -0.055
C  2.0036  -3.8851  -3.0263  -0.049
C  1.7005  -4.3907  -1.7809  0.014
C  1.2121  -3.4783  -0.8474  -0.180
H  0.7697  -4.4716  1.0126  0.177
H  0.0191  -2.2740  1.9138  0.143
H  1.1657  -0.5915  -2.6661  0.105
H  2.0555  -2.1771  -4.3366  0.117
H  2.3855  -4.5511  -3.7903  0.120
H  1.8339  -5.4398  -1.5504  0.126

## Properties
Charge: +2
2S+1: 5
Energy relative to the best compared isomer or geometry (same formula, charge and spin) in kcal per mole: 0.99
LUMO (alpha / beta) in eV: -5.0 / -5.2
Kohn-Sham gap (alpha / beta) in eV: 9.39 / 9.30
HOMO energy (alpha / beta) in eV: -14.372 / -14.499



[5]
Formula: C14H27N2O8P3PtS
Source: OMol25
Level of theory: ωB97M-V with the def2-TZVPD basis set

Last column: Löwdin charge in e.
Element x y z (Å)
Pt  -0.1586  0.2851  0.1344  1.098
N  4.5122  -0.2461  -2.9805  0.199
C  3.5751  -0.6197  -1.8476  -0.479
C  4.3752  -1.1222  -0.6529  -0.052
P  2.8190  1.0452  -1.4276  0.338
O  2.0040  1.2619  -2.7911  -0.111
O  3.9754  1.9437  -1.3044  -0.238
O  1.8404  0.8767  -0.2783  -0.429
P  2.3744  -1.8262  -2.5213  0.517
O  2.9602  -3.2162  -2.0773  -0.062
O  2.0564  -1.6162  -3.9242  -0.190
O  1.1980  -1.6296  -1.4042  -0.166
H  5.2366  -0.9488  -3.1422  0.181
H  4.9433  0.6578  -2.7196  0.156
H  3.9757  -0.1177  -3.8479  0.157
H  5.0322  -0.3327  -0.2855  0.101
H  4.9633  -2.0038  -0.9088  0.096
H  3.6889  -1.3961  0.1477  0.080
H  1.8599  2.1882  -3.0310  0.116
H  2.6159  -3.9896  -2.5493  0.128
O  -0.5071  1.3178  2.0051  -0.317
N  0.4825  1.1461  2.8864  -0.186
C  0.7095  2.0991  3.8075  0.034
C  1.6825  1.9113  4.7574  0.005
C  2.4260  0.7349  4.7491  -0.005
C  2.1803  -0.2249  3.7860  -0.040
C  1.1769  -0.0047  2.8546  -0.550
S  0.7916  -1.1772  1.6099  0.855
H  0.0745  2.9686  3.7299  0.156
H  1.8552  2.6832  5.4924  0.132
H  3.2018  0.5746  5.4846  0.133
H  2.7472  -1.1447  3.7461  0.127
O  -0.4619  -0.5594  -2.5006  0.101
C  0.1121  -0.8227  -1.4974  -0.646
C  -2.9185  1.2360  -2.5227  -0.114
C  -3.1932  1.3528  -1.0269  -0.336
P  -2.5038  0.1194  0.1264  0.899
C  -2.9480  -1.5507  -0.4414  -0.363
C  -4.4325  -1.9051  -0.3436  -0.110
C  -3.2821  0.3764  1.7471  -0.347
C  -4.7374  0.8572  1.7132  -0.113
H  -3.4372  2.0512  -3.0251  0.092
H  -3.2932  0.2997  -2.9335  0.084
H  -1.8629  1.3083  -2.7619  0.054
H  -4.2646  1.2500  -0.8258  0.089
H  -2.8980  2.3391  -0.6565  0.104
H  -2.3441  -2.2395  0.1548  0.090
H  -2.6071  -1.6270  -1.4760  0.077
H  -4.7697  -1.9586  0.6902  0.076
H  -4.5939  -2.8840  -0.7920  0.090
H  -5.0610  -1.1949  -0.8816  0.081
H  -2.6717  1.0958  2.2919  0.068
H  -3.1808  -0.5779  2.2713  0.103
H  -4.8135  1.8691  1.3190  0.081
H  -5.1123  0.8802  2.7352  0.092
H  -5.3929  0.2066  1.1384  0.065

## Properties
Charge: +2
2S+1: 1
Energy relative to the best compared isomer or geometry (same formula, charge and spin) in kcal per mole: 25.82
LUMO (alpha / beta) in eV: -8.7 / -8.7
Kohn-Sham gap (alpha / beta) in eV: 6.26 / 6.26
HOMO energy (alpha / beta) in eV: -14.946 / -14.945